Record 1
The following is a quantum chemistry calculation of a 3-piece molecular cluster, C39H61F2N3O10 overall, from the OMol25 dataset.

Its HOMO energy is -9.40 eV. The frontier orbital gap is 8.34 eV. The SMILES is COCCCCCCCCCCO[C@H](F)[C@H](CCCCCCCCCCOC)OCC(=O)NC(=O)F.O=[N+]([O-])c1ccccc1.O=[N+]([O-])c1ccccc1. The lowest unoccupied orbital energy comes out at -1.06 eV.

Structure (ORCA input):
```
! RIJCOSX wB97M-V def2-TZVPD def2/J DEFGRID3
* xyz 0 1
C -7.2758 1.1308 6.8408
O -6.6501 -0.0657 7.4263
C -6.7438 -1.1962 6.4447
C -5.5658 -0.9508 5.3309
C -4.8801 -2.3134 4.7304
C -4.4731 -3.4402 5.8495
C -2.9867 -4.0312 5.4907
C -2.7875 -5.6342 5.7709
C -1.1643 -6.0156 5.6480
C -0.5674 -5.8230 4.1290
C -0.0680 -4.3036 3.7699
C 1.5137 -4.1972 3.2999
O 1.5143 -4.1765 1.8294
C 2.4648 -3.1980 1.2797
F 3.7613 -3.1144 2.0130
C 1.7789 -1.6966 1.0101
C 1.0627 -1.7268 -0.4781
C 0.8909 -0.2492 -1.1755
C 1.4551 -0.1450 -2.7112
C 0.3077 0.1698 -3.8485
C -0.5922 1.5105 -3.5641
C 0.3392 2.8303 -3.1744
C -0.7599 4.0581 -2.8912
C 0.0666 5.4752 -2.9477
C -0.5240 6.4883 -4.1165
C -2.1714 6.7179 -3.9419
O -2.4181 8.1833 -3.9211
C -2.4693 8.6834 -5.3139
O 2.9309 -0.7397 1.0769
C 2.7662 0.0512 2.3136
C 4.0958 0.9764 2.6241
O 4.6338 0.9487 3.8535
N 4.7025 1.8869 1.5490
C 4.7136 3.2964 2.1600
O 5.7415 3.7574 2.8956
F 3.5352 4.1871 1.9334
H -8.4177 0.9447 6.6529
H -7.1625 1.9947 7.6491
H -6.7429 1.5309 5.8650
H -6.6339 -2.1725 7.0810
H -7.8129 -1.2430 5.9401
H -4.7229 -0.1817 5.6808
H -6.0930 -0.4093 4.4067
H -5.5087 -2.8186 3.8513
H -3.8596 -1.9791 4.2088
H -5.2579 -4.3293 5.7448
H -4.4598 -3.0056 6.9427
H -2.1644 -3.4300 6.0792
H -2.7838 -3.8720 4.3251
H -3.4459 -6.2238 4.9832
H -3.1942 -5.9074 6.8566
H -1.1134 -7.1797 5.8777
H -0.5116 -5.4296 6.4574
H 0.2818 -6.5956 3.8857
H -1.4669 -6.0639 3.3890
H -0.7760 -3.8817 2.9120
H -0.2978 -3.6324 4.7300
H 2.0432 -5.1805 3.7146
H 1.9466 -3.2389 3.8132
H 2.7453 -3.5898 0.1873
H 0.9975 -1.3999 1.8363
H 1.5865 -2.4327 -1.2522
H -0.0392 -2.1488 -0.3096
H -0.2624 0.0518 -1.1921
H 1.4174 0.6292 -0.5620
H 2.2889 0.6724 -2.8393
H 1.9581 -1.1754 -3.0314
H 0.8933 0.3660 -4.8628
H -0.3873 -0.7769 -4.0597
H -1.2488 1.7893 -4.5208
H -1.3522 1.3567 -2.6729
H 1.0372 3.0972 -4.0750
H 0.9394 2.6667 -2.1780
H -1.5262 4.0074 -3.7879
H -1.3318 3.8757 -1.8738
H -0.0403 5.9739 -1.8719
H 1.2185 5.3184 -3.1844
H -0.3487 6.0983 -5.2118
H 0.0181 7.5438 -3.9855
H -2.7209 6.2883 -4.8897
H -2.6008 6.1847 -2.9894
H -2.6998 9.8427 -5.3386
H -1.4261 8.5048 -5.8203
H -3.3147 8.1155 -5.9275
H 1.8293 0.7560 2.1434
H 2.5544 -0.6478 3.2495
H 4.0334 1.8579 0.7443
O 10.3321 -3.8274 -0.4529
N 9.6445 -3.9584 0.5708
O 9.5756 -4.9986 1.2411
C 8.8545 -2.8042 1.0160
C 8.8734 -1.6196 0.2669
C 8.1010 -0.5332 0.6820
C 7.3219 -0.6290 1.8361
C 7.3131 -1.8064 2.5860
C 8.0793 -2.9006 2.1792
H 9.4751 -1.5291 -0.6349
H 8.1037 0.3883 0.1037
H 6.7169 0.2188 2.1528
H 6.7057 -1.8724 3.4859
H 8.0592 -3.8122 2.7728
O -3.6520 3.4306 -6.3432
N -2.6291 3.1528 -6.9869
O -1.5187 3.6694 -6.7967
C -2.7424 2.1470 -8.0499
C -3.9874 1.5643 -8.3243
C -4.0939 0.6261 -9.3528
C -2.9666 0.2711 -10.0954
C -1.7259 0.8452 -9.8130
C -1.6076 1.7868 -8.7888
H -4.8753 1.8303 -7.7549
H -5.0571 0.1732 -9.5779
H -3.0557 -0.4568 -10.9000
H -0.8515 0.5612 -10.3943
H -0.6343 2.2275 -8.5832
*
```



Record 2
The following is a quantum chemistry calculation of a 3-piece molecular cluster, C39H62Br2NO13P overall, from the OMol25 dataset.

Its HOMO energy is -8.82 eV. The frontier orbital gap is 7.39 eV. The lowest unoccupied orbital energy comes out at -1.42 eV.

Structure (ORCA input):
```
! RIJCOSX wB97M-V def2-TZVPD def2/J DEFGRID3
* xyz 0 1
C 1.8790 -1.8114 4.5827
C 0.3782 -1.4549 4.5408
C -0.1790 -1.1602 3.0982
C 0.5645 -1.8749 2.0007
C 1.6841 -1.3545 1.3499
P 2.3453 0.3131 1.7214
O 1.9601 1.2273 0.6175
C 2.3354 -2.0455 0.3633
N 3.4690 -1.4125 -0.2854
C 4.5356 -2.3673 -0.5973
C 4.6524 -3.0807 -1.9434
O 5.3735 -2.5654 0.2477
C 3.0211 -0.7641 -1.5123
C 1.5513 -0.6735 -1.8992
O 3.8484 -0.2579 -2.2374
C 1.9084 -3.3024 -0.0328
C 0.8059 -3.8191 0.5858
C 0.1357 -3.1252 1.5845
C -1.0845 -3.8288 2.1394
O -1.4325 -3.7664 3.2971
C -1.8628 -4.6209 1.1039
C -3.3768 -4.5451 1.2669
C -3.8788 -3.5362 0.1683
C -3.7622 -2.0576 0.6358
C -2.9955 -1.2349 -0.4407
C -3.4775 0.2228 -0.5783
O -2.4904 1.1478 -0.0826
C -3.0043 2.0467 0.8166
C -2.5002 1.8868 2.2458
O -3.8023 2.8928 0.5060
C -1.2278 -5.2733 0.1312
C -1.9491 -6.0347 -0.9532
Br -1.6830 -4.9339 -2.5923
C -1.3686 -7.4783 -1.2239
C -2.4941 -8.4166 -1.7201
Br -0.0771 -7.4091 -2.7274
C 0.2827 -5.1751 0.1415
O 1.0243 -6.0852 -0.1426
H 2.2522 -1.8330 5.6142
H 2.0394 -2.8192 4.1863
H 2.4691 -1.0503 4.0655
H 0.2475 -0.5541 5.1533
H -0.2036 -2.2670 4.9848
H -0.1875 -0.0722 2.9826
H -1.2284 -1.4651 3.1340
H 3.7399 0.1996 1.8967
H 1.7542 0.6906 2.9491
H 3.6644 -3.1083 -2.4249
H 5.3434 -2.5645 -2.6125
H 4.9547 -4.1151 -1.7725
H 0.9900 -0.0321 -1.2080
H 1.4756 -0.2021 -2.8818
H 1.0549 -1.6474 -1.9815
H 2.3681 -3.8911 -0.8193
H -3.8645 -5.5191 1.1940
H -3.5864 -4.0543 2.2214
H -4.8637 -3.7997 -0.2292
H -3.1726 -3.6441 -0.6601
H -3.2819 -1.9798 1.6196
H -4.7705 -1.6317 0.7113
H -1.9159 -1.2439 -0.2462
H -3.1572 -1.7045 -1.4182
H -3.5853 0.4370 -1.6501
H -4.4740 0.3739 -0.1474
H -3.1691 2.3937 2.9396
H -1.4846 2.3013 2.2736
H -2.4183 0.8127 2.4459
H -3.0270 -6.0298 -0.8127
H -0.8267 -7.8834 -0.3717
H -2.2827 -9.4614 -1.4752
H -3.4748 -8.1370 -1.3189
H -2.5454 -8.3622 -2.8110
C 8.4626 -0.8463 -1.8711
O 8.0374 -0.3908 -3.1372
C 6.8273 0.3577 -3.0715
C 6.7872 1.4116 -4.1570
O 7.5908 2.5564 -3.8887
C 9.0006 2.3963 -3.9545
C 9.5418 2.2291 -5.3608
O 9.2913 0.9207 -5.8504
C 9.0785 0.8879 -7.2439
H 7.7610 -1.5838 -1.4646
H 9.4380 -1.3151 -1.9956
H 8.5696 -0.0092 -1.1719
H 6.7188 0.8404 -2.0942
H 5.9988 -0.3405 -3.2148
H 5.7639 1.7894 -4.2117
H 7.0216 0.9892 -5.1354
H 9.3404 1.5946 -3.2978
H 9.4107 3.3281 -3.5563
H 10.6297 2.3774 -5.3473
H 9.0859 2.9833 -6.0119
H 8.2713 1.5717 -7.5315
H 8.7813 -0.1243 -7.5132
H 9.9953 1.1480 -7.7846
C -6.1368 4.2739 1.1845
O -6.7788 5.0087 2.2114
C -5.9181 5.2825 3.3017
C -6.2866 6.5928 3.9672
O -5.8607 7.7464 3.2529
C -6.5373 8.0523 2.0404
C -7.9473 8.5749 2.2318
O -8.8405 7.5211 2.5574
C -9.8847 7.9315 3.4118
H -5.8819 3.2716 1.5313
H -6.8309 4.1969 0.3478
H -5.2397 4.7910 0.8407
H -4.8733 5.3261 2.9722
H -6.0296 4.4648 4.0284
H -5.7575 6.6398 4.9224
H -7.3527 6.6418 4.1935
H -6.5134 7.2093 1.3492
H -5.9517 8.8540 1.5834
H -8.2930 9.0273 1.2931
H -7.9427 9.3392 3.0169
H -9.4854 8.3973 4.3203
H -10.4479 7.0457 3.7009
H -10.5549 8.6310 2.9001
*
```



Record 3
The following is a quantum chemistry calculation of C39H63BFN6O5SeSiTi as an isolated structure, from the OMol25 dataset.

Its HOMO energy (spin up / spin down) is -1.25 / -1.86 eV. The frontier orbital gap (spin up / spin down) is 5.29 / 5.90 eV. The lowest unoccupied orbital energy (spin up / spin down) comes out at 4.04 / 4.04 eV.

Structure (ORCA input):
```
! RIJCOSX wB97M-V def2-TZVPD def2/J DEFGRID3
* xyz -2 2
Ti 14.2413 10.8973 8.8237
C 10.7124 8.1598 7.0224
C 11.7245 8.5008 8.1034
C 11.8044 7.3500 9.1932
C 11.2973 9.7745 8.8522
C 10.0465 10.0284 9.4508
C 10.1429 11.3168 9.9767
C 9.0555 12.0854 10.7233
C 8.6162 11.1959 11.9374
C 7.8978 12.4222 9.7991
N 11.2932 11.8437 9.5980
N 12.0676 10.8619 8.9767
B 11.7494 13.3209 9.8868
N 12.2188 13.4454 11.4050
N 12.3307 12.2455 12.0892
C 12.8569 12.5320 13.2708
C 13.1226 13.9257 13.4248
C 12.6896 14.4340 12.1888
C 12.7349 15.9136 11.8102
C 13.7290 16.6977 12.6200
C 11.2999 16.4653 12.0467
C 13.2001 11.3924 14.2335
C 13.1346 10.1630 13.4469
C 14.6323 11.6097 14.8904
N 12.7346 13.7979 8.7716
N 13.7636 13.1034 8.2552
C 14.3109 13.8340 7.3305
C 13.6947 15.0956 7.3226
C 12.6453 15.0339 8.2103
C 11.6497 16.2467 8.4674
C 12.3572 17.5709 8.2277
C 10.4772 16.1792 7.4939
C 15.5171 13.5109 6.4567
C 16.7841 14.2634 6.6803
C 15.0185 13.6234 5.0118
H 11.2836 7.5334 6.3496
H 9.7882 7.6396 7.3389
H 10.3804 8.9772 6.3104
H 12.7499 8.6447 7.6797
H 10.8972 7.1526 9.7520
H 12.1266 6.3909 8.8333
H 12.5433 7.6841 9.9026
H 9.2475 9.2951 9.5693
H 9.4930 13.0497 11.0326
H 8.1589 10.2608 11.5860
H 9.4696 10.9511 12.5311
H 7.9510 11.7543 12.5822
H 7.3671 11.6102 9.3305
H 7.1693 13.0670 10.3996
H 8.2793 13.0242 8.9743
H 10.8058 14.0506 9.7937
H 13.6517 14.4815 14.1717
H 13.0358 15.9743 10.7135
H 13.5473 16.6848 13.7155
H 14.7415 16.2818 12.4164
H 13.6405 17.6907 12.2077
H 11.0795 16.4821 13.0877
H 11.1612 17.4190 11.5414
H 10.5424 15.7908 11.6042
H 12.5233 11.4169 15.0502
H 13.9891 10.0228 12.7743
H 13.0909 9.2854 14.0761
H 12.1874 10.1276 12.8796
H 15.3655 11.2313 14.1697
H 14.7875 12.6553 15.0822
H 14.7582 11.1510 15.8910
H 14.0024 15.9080 6.7359
H 11.3006 16.1899 9.4724
H 12.2866 17.7279 7.1850
H 11.8031 18.4143 8.6953
H 13.4225 17.5009 8.4910
H 10.8396 16.1063 6.4899
H 10.0253 15.2122 7.5385
H 9.7077 16.9303 7.6537
H 15.5819 12.3736 6.6337
H 16.5426 15.3583 6.6442
H 17.1036 14.1132 7.6685
H 17.5527 13.8157 6.0346
H 14.5742 14.5789 4.8446
H 15.9346 13.4644 4.4712
H 14.2943 12.8287 4.7649
F 14.2462 9.1044 9.3838
C 12.7165 11.3086 6.2293
O 13.8182 10.9026 6.9465
H 12.5402 12.3944 6.3544
H 11.7402 10.9219 6.4995
H 12.7098 10.9596 5.1663
O 16.1423 11.3006 12.1911
C 15.6547 11.9848 11.3304
O 14.6813 11.7348 10.5920
C 16.2940 13.4166 11.3619
C 17.1889 13.7324 12.3508
C 17.8403 15.0202 12.3716
C 17.4335 15.9051 11.3763
O 17.7511 17.2689 11.0942
C 16.9031 17.7135 10.0857
O 16.1212 16.6019 9.6688
C 16.5146 15.5208 10.4227
C 15.8769 14.3232 10.4197
H 17.4576 12.9449 12.9896
H 18.6411 15.1399 13.1266
H 17.3664 18.1215 9.1269
H 16.2877 18.5021 10.5500
H 15.0468 14.2046 9.7776
C 19.4383 11.3037 10.3451
Si 18.2862 9.8127 9.7127
C 19.6719 8.6784 9.0309
C 17.7051 8.8725 11.2705
Se 16.8259 10.4586 8.1840
H 20.0201 10.9007 11.1871
H 18.6690 12.0454 10.7383
H 19.9797 11.6859 9.4933
H 20.4787 8.6138 9.7548
H 20.0567 9.1210 8.1741
H 19.3051 7.6466 8.8263
H 18.6494 8.8329 11.8325
H 17.3658 7.8975 10.8959
H 16.9325 9.4573 11.7400
*
```



Record 4
The following is a quantum chemistry calculation of a 11-piece molecular cluster, C39H64F2O9 overall, from the OMol25 dataset.

Its HOMO energy is -9.35 eV. The frontier orbital gap is 9.29 eV. The SMILES is Fc1ccccc1.Fc1ccccc1.CC(C)=O.CC(C)=O.CC(C)=O.CC(C)=O.CC(C)=O.CC(C)=O.CC(C)=O.CC(C)=O.CC(C)=O. The lowest unoccupied orbital energy comes out at -0.06 eV.

Structure (ORCA input):
```
! RIJCOSX wB97M-V def2-TZVPD def2/J DEFGRID3
* xyz 0 1
F -3.7292 15.9432 -3.6688
C -4.9627 15.7098 -3.2382
C -5.3037 14.6366 -2.4167
C -6.5931 14.5595 -1.8895
C -7.5304 15.5513 -2.2237
C -7.2391 16.5588 -3.1309
C -5.9340 16.6331 -3.6459
H -4.4874 14.0045 -2.0994
H -6.8402 13.8144 -1.1478
H -8.4649 15.5540 -1.6824
H -7.8910 17.4001 -3.3144
H -5.7643 17.4663 -4.3117
F 2.0536 13.1156 -10.0960
C 3.0891 13.7959 -10.6120
C 3.0131 14.3989 -11.8529
C 4.0315 15.2201 -12.2864
C 5.2234 15.2826 -11.5243
C 5.3138 14.6110 -10.2751
C 4.1999 13.9151 -9.7821
H 2.1090 14.3168 -12.4379
H 3.9194 15.7636 -13.2130
H 6.0397 15.8860 -11.8929
H 6.2346 14.6926 -9.7167
H 4.1830 13.4793 -8.7941
C 10.7457 18.3311 -8.4304
C 11.1583 17.9368 -7.0557
C 10.2192 18.1702 -5.8763
O 12.2555 17.3969 -6.9075
H 10.0191 17.7094 -8.9534
H 11.6121 18.4821 -9.0744
H 10.2695 19.3116 -8.4384
H 9.3060 17.6192 -6.1012
H 10.1798 19.2243 -5.6018
H 10.4680 17.5987 -4.9821
C 1.6057 20.6460 -2.8594
C 0.0838 20.9360 -2.9796
C -0.8022 19.9921 -2.1858
O -0.3517 21.8625 -3.5875
H 1.9732 20.7062 -1.8350
H 2.1292 21.4002 -3.4468
H 1.7372 19.6987 -3.3824
H -0.2833 19.0629 -1.9504
H -1.7859 19.8013 -2.6149
H -0.9877 20.5954 -1.2972
C 6.4992 20.6636 -9.0249
C 6.9904 21.3403 -7.7349
C 7.9450 22.4969 -7.8334
O 6.6755 20.9033 -6.6536
H 6.2254 21.4096 -9.7710
H 5.7212 19.9313 -8.8093
H 7.3309 20.0842 -9.4260
H 8.9264 22.0773 -7.6124
H 7.7074 23.3216 -7.1615
H 7.9687 22.7870 -8.8838
C -3.4777 14.0489 3.1405
C -2.1257 14.4778 2.5902
C -2.1010 15.7021 1.7492
O -1.0891 13.8642 2.8372
H -3.4891 13.1176 3.7067
H -4.2171 14.0061 2.3407
H -3.7904 14.8072 3.8583
H -1.2622 15.6787 1.0535
H -2.0009 16.6244 2.3215
H -2.8401 15.7803 0.9519
C 1.9300 14.7870 -3.6660
C 3.2225 15.2272 -3.0656
C 4.3421 15.7626 -3.9712
O 3.4838 14.9616 -1.8826
H 1.3193 14.3376 -2.8830
H 2.1444 14.1872 -4.5505
H 1.3352 15.6266 -4.0258
H 5.2944 15.5109 -3.5045
H 4.1730 16.8380 -4.0268
H 4.2907 15.3194 -4.9657
C 0.4386 18.7331 -9.8964
C -0.0505 18.5419 -8.4202
C -1.3380 19.2103 -8.0133
O 0.5774 17.8103 -7.6939
H -0.3502 18.4605 -10.5975
H 1.3108 18.1433 -10.1782
H 0.6250 19.8071 -9.8958
H -2.1213 18.6723 -8.5473
H -1.3323 20.2426 -8.3633
H -1.5587 19.1559 -6.9473
C -3.1275 12.6653 -8.2743
C -3.3462 11.7336 -7.0509
C -2.2928 11.5292 -5.9889
O -4.4157 11.1046 -6.9195
H -4.1166 12.7597 -8.7226
H -2.3738 12.2700 -8.9554
H -2.7255 13.6240 -7.9468
H -1.3927 11.5158 -6.6036
H -2.3692 10.5802 -5.4581
H -2.2361 12.3257 -5.2470
C 2.6162 10.7831 -0.0531
C 3.4580 10.1163 1.0087
C 4.4241 10.9674 1.7712
O 3.3103 8.9066 1.2764
H 3.2336 11.1898 -0.8541
H 1.9644 11.5622 0.3423
H 1.9322 10.0010 -0.3824
H 3.9892 11.4252 2.6596
H 4.8494 11.6984 1.0835
H 5.1892 10.2816 2.1350
C 6.9628 10.8374 -4.6813
C 7.6377 11.3228 -5.9173
C 8.8730 12.2364 -5.8110
O 7.3826 10.8213 -7.0156
H 6.6903 11.5806 -3.9320
H 7.5888 10.0914 -4.1917
H 6.0972 10.2567 -5.0002
H 9.6556 11.6726 -5.3034
H 8.7088 13.2038 -5.3362
H 9.3245 12.4730 -6.7744
*
```